(1)
Formula: C33H52N5O5P3Ru
Source: the OMol25 dataset
Level of theory: ωB97M-V with the def2-TZVPD basis set

## Properties
strongest force on any atom = 0.69 eV/Å
expectation value of S² = 0.757
HOMO energy (spin up / spin down) = -11.06 / -11.15 eV
frontier orbital gap (spin up / spin down) = 0.31765 / 0.28413 Ha

```
! RIJCOSX wB97M-V def2-TZVPD def2/J DEFGRID3
* xyz 1 2
Ru -1.0376 0.2466 -0.9588
O 0.3323 3.7777 0.2762
C -0.4820 2.9180 0.0321
O -0.4565 2.1734 -1.0538
C -1.6434 2.6196 1.0087
P -2.5975 1.1674 0.4058
C -4.0413 1.9249 -0.3886
C -3.8442 2.4599 -1.6633
C -4.8799 3.1113 -2.3126
C -6.1186 3.2313 -1.6964
C -6.3179 2.7027 -0.4297
C -5.2823 2.0515 0.2261
C -3.1825 0.2943 1.8764
C -3.1201 -1.0938 1.9463
C -3.5300 -1.7538 3.0966
C -3.9953 -1.0306 4.1843
C -4.0537 0.3566 4.1249
C -3.6490 1.0169 2.9771
H -2.2656 3.5117 1.0934
H -1.2306 2.4131 1.9964
H -2.8753 2.3722 -2.1433
H -4.7208 3.5244 -3.2997
H -6.9281 3.7391 -2.2037
H -7.2814 2.7968 0.0536
H -5.4539 1.6380 1.2124
H -2.7318 -1.6604 1.1096
H -3.4749 -2.8333 3.1462
H -4.3080 -1.5452 5.0832
H -4.4119 0.9233 4.9740
H -3.6916 2.0999 2.9421
N 0.1091 -2.6671 -0.2256
C 0.0347 -1.4512 -0.5279
H -0.8086 -3.0985 -0.1502
C -5.0266 -1.0980 -1.5875
O -3.8079 -0.8488 -2.3073
P -2.3537 -1.3382 -1.8550
O -2.6086 -2.7080 -1.0846
C -3.0179 -3.9004 -1.7940
O -1.7602 -1.8814 -3.2316
C -1.3496 -0.9763 -4.2671
H -5.8295 -1.0399 -2.3172
H -5.1716 -0.3347 -0.8270
H -5.0141 -2.0810 -1.1226
H -3.4031 -4.5826 -1.0420
H -2.1576 -4.3329 -2.2980
H -3.7922 -3.6695 -2.5239
H -0.9701 -1.5897 -5.0784
H -0.5593 -0.3156 -3.9052
H -2.1984 -0.3887 -4.6162
N 0.8814 -0.4458 -0.7400
P 2.2733 -0.1296 0.0831
N 3.2820 -1.3466 -0.3352
C 3.0997 -2.1051 -1.5937
C 4.1218 -3.2287 -1.6413
C 5.5549 -2.6831 -1.7054
C 5.6747 -1.3604 -0.9337
C 4.6606 -1.3098 0.1971
N 2.6880 1.3908 -0.3013
C 3.5006 2.2708 0.5556
C 4.8653 2.5426 -0.0650
C 4.7255 3.0950 -1.4796
C 3.8658 2.1679 -2.3326
C 2.5204 1.9220 -1.6675
N 2.1411 -0.1837 1.7075
C 2.2533 -1.4963 2.4074
C 1.8250 -1.3454 3.8565
C 0.3624 -0.9096 3.9699
C 0.0177 0.1451 2.9041
C 1.2754 0.8157 2.3704
H 3.2264 -1.4493 -2.4643
H 2.0921 -2.5140 -1.6101
H 3.9109 -3.8663 -2.4999
H 3.9848 -3.8482 -0.7517
H 5.8522 -2.5273 -2.7436
H 6.2435 -3.4216 -1.2923
H 5.5000 -0.5106 -1.5975
H 6.6783 -1.2360 -0.5251
H 4.7852 -0.4039 0.7949
H 4.8129 -2.1597 0.8689
H 3.6093 1.8130 1.5373
H 2.9396 3.2028 0.6740
H 5.4454 1.6137 -0.0871
H 5.4083 3.2444 0.5709
H 5.7076 3.2365 -1.9327
H 4.2501 4.0800 -1.4345
H 4.3815 1.2147 -2.4882
H 3.6943 2.6035 -3.3192
H 1.9073 1.2329 -2.2446
H 1.9577 2.8526 -1.5790
H 3.2879 -1.8301 2.3614
H 1.6366 -2.2454 1.9062
H 2.4781 -0.6242 4.3537
H 1.9822 -2.2996 4.3604
H 0.1798 -0.5132 4.9696
H -0.2931 -1.7749 3.8537
H -0.6582 0.8984 3.3146
H -0.5042 -0.3199 2.0619
H 1.8341 1.2930 3.1798
H 1.0393 1.6021 1.6521
*
```

=====

(2)
Formula: C5H11N2S
Source: the OMol25 dataset
Level of theory: ωB97M-V with the def2-TZVPD basis set

## Properties
strongest force on any atom = 4.17 eV/Å
SMILES = C=C(C)[NH2+]C(=S)NC
HOMO energy = -13.65 eV
frontier orbital gap = 0.35326 Ha

```
! RIJCOSX wB97M-V def2-TZVPD def2/J DEFGRID3
* xyz 1 1
C -1.5640 0.0222 -0.0293
C -2.3063 -2.2347 -0.0165
C 1.4199 0.7144 0.0372
C 1.5957 1.7694 -0.9419
C 2.4252 0.0807 0.6297
N -1.2535 -1.2557 0.2284
N -0.0396 0.7133 0.5266
S -2.3869 1.1821 -0.7124
H -3.2348 -1.6666 -0.3531
H -1.9955 -2.9354 -0.8120
H 2.1585 2.6438 -0.4523
H 0.5437 2.2248 -1.1402
H 2.0592 1.3035 -1.8174
H 3.3211 0.4088 0.2449
H -2.3708 -2.8908 0.9295
H 2.3050 -0.6222 1.5359
H -0.2839 -1.4839 0.1663
H -0.2958 1.7535 0.5552
H -0.0972 0.2730 1.4213
*
```

=====

(3)
Formula: C4H6ClF
Source: the OMol25 dataset
Level of theory: ωB97M-V with the def2-TZVPD basis set

## Properties
strongest force on any atom = 4.00 eV/Å
SMILES = C=C(Cl)CCF
HOMO energy = -9.37 eV
frontier orbital gap = 0.37687 Ha

```
! RIJCOSX wB97M-V def2-TZVPD def2/J DEFGRID3
* xyz 0 1
C 1.5212 -0.3999 -0.1978
C 0.3840 0.0060 0.7511
C -1.0047 -0.1395 0.0338
C -1.6055 0.8789 -0.4985
H 2.4540 -0.2597 0.3469
H 1.4220 0.2921 -1.0512
H 0.4314 -0.5234 1.6930
H 0.4677 1.0486 1.0730
H -2.1329 0.5637 -1.3841
H -1.5372 1.9642 -0.3576
F 1.3477 -1.7189 -0.4759
Cl -1.7479 -1.7119 0.0672
*
```

=====

Energy relative to the best compared isomer or geometry (same formula, charge and spin) (eV)
0.000 3.649 1.084